ORCA calculation (ωB97M-V with the def2-TZVPD basis set) on a molecular structure, C21H60N8O17PZn2.

As for the total charge: +1. Its HOMO-LUMO gap is 8.31 eV. As for the largest force on an atom: 3.07 eV/A. Its HOMO energy is -10.515 eV. The molecular weight is 858.50 g/mol.

The geometry in XYZ format:
```
109
C21H60N8O17PZn2 (ωB97M-V with the def2-TZVPD basis set)
Zn 21.5117 23.7528 -22.4898
Zn 24.0282 26.7526 -19.4642
P 23.0280 24.8707 -20.6935
O 23.1889 23.5251 -21.4919
O 21.5624 25.1285 -21.1043
O 23.9308 26.0226 -21.1897
O 23.2147 24.9589 -19.1800
C 22.5206 21.2738 -24.3043
O 21.9007 22.2692 -23.8590
N 23.8380 21.1489 -24.0746
N 21.9053 20.3330 -25.0447
H 24.2402 21.8987 -23.5300
H 24.4136 20.6875 -24.7594
H 20.9719 20.2211 -25.3839
H 22.4887 19.5525 -25.3091
C 24.7937 21.8838 -16.3836
O 24.9801 22.0247 -15.1776
N 24.0704 22.8090 -17.0807
N 25.1934 20.8096 -17.1119
H 23.6249 23.5003 -16.5076
H 23.7378 22.6680 -18.0175
H 25.0732 20.8807 -18.1072
H 25.6884 20.0507 -16.6885
C 23.0372 25.7535 -24.7444
O 22.4938 24.7755 -24.2066
N 22.9818 25.9261 -26.1019
N 23.6066 26.7639 -24.0500
H 22.1642 25.5279 -26.5329
H 23.3104 26.8327 -26.3854
H 23.7877 26.5796 -23.0587
H 24.0685 27.6064 -24.3400
C 21.0829 21.1894 -20.3996
O 20.6957 22.1585 -21.3806
C 19.2672 22.1296 -21.5699
C 18.8243 23.5065 -21.9870
N 19.6241 24.1665 -23.0117
C 19.3473 25.6167 -23.1385
C 17.9209 25.9150 -23.5351
O 17.7176 25.3437 -24.8160
C 16.5169 25.6941 -25.4921
H 21.7194 21.4892 -19.5737
H 21.5286 20.3504 -20.9498
H 20.2309 20.6363 -19.9920
H 18.6410 21.8932 -20.7100
H 19.0806 21.3896 -22.3559
H 18.8174 24.2060 -21.1384
H 17.7506 23.5157 -22.2198
H 19.2289 23.8754 -23.9109
H 20.0748 26.1186 -23.7765
H 19.5352 26.1207 -22.1852
H 17.7558 26.9851 -23.7070
H 17.2510 25.6433 -22.7116
H 15.7785 25.8819 -24.6998
H 16.1680 24.8793 -26.1138
H 16.5891 26.6744 -25.9700
C 27.0813 26.1364 -20.2458
O 26.0158 26.2913 -19.3159
C 26.4401 26.9449 -18.0854
C 25.4925 26.4325 -16.9755
N 24.0950 26.8317 -17.1339
C 23.6637 28.1872 -16.7501
C 23.4610 28.3488 -15.2463
O 24.7101 28.4337 -14.5384
C 25.4904 29.5682 -14.7740
H 26.9588 25.1615 -20.7201
H 28.0693 26.1371 -19.7877
H 27.0652 26.8727 -21.0523
H 26.4137 28.0165 -18.2820
H 27.4088 26.5485 -17.7869
H 25.8399 26.6652 -15.9649
H 25.5706 25.3453 -17.0421
H 23.3732 26.1868 -16.8339
H 22.6045 28.1374 -17.0325
H 24.2097 29.0382 -17.1412
H 22.9157 27.5700 -14.7222
H 22.9862 29.3296 -15.0985
H 24.8907 30.4838 -14.6308
H 25.7110 29.6554 -15.8478
H 26.3845 29.6975 -14.1754
C 19.9120 24.4608 -18.0526
C 20.5675 24.6497 -16.7044
O 21.9895 24.7227 -16.7835
O 20.0753 25.5871 -18.9014
H 18.8506 24.2775 -17.8285
H 20.0925 23.5004 -18.5522
H 20.2379 23.9130 -15.9727
H 20.2385 25.6467 -16.3832
H 22.2075 24.8394 -17.7399
H 20.7051 25.3111 -19.6046
C 22.2344 28.5219 -20.6376
C 23.4787 29.4076 -20.5600
O 24.6819 28.7090 -20.0875
O 22.1937 27.7062 -19.4883
H 22.3221 27.8928 -21.5257
H 21.4176 29.2423 -20.7139
H 23.3555 30.1840 -19.7991
H 23.5729 29.9717 -21.4896
H 25.4402 29.2899 -20.1982
H 21.3862 27.1791 -19.3376
C 25.4491 21.0446 -20.7748
C 26.3943 22.1644 -21.1965
O 25.7741 22.9951 -22.1675
O 24.2702 21.4881 -20.1079
H 25.9413 20.2934 -20.1526
H 25.1281 20.5300 -21.6888
H 27.3069 21.7500 -21.6247
H 26.7124 22.7272 -20.3091
H 24.8649 23.2680 -21.9014
H 23.9262 22.2407 -20.6555
```